[1]
C18H24N4O3S in the gas phase, computed with the ωB97M-V functional and the def2-TZVPD basis.

Calculated values
- LUMO level: 0.51 eV
- Total charge: 0
- SMILES string: Cc1noc(/C=C/N(C)C)c1S(=O)(=O)N1CCN(c2ccccc2)CC1
- DFT total energy: -41991.27658 eV
- Spin multiplicity: 1
- Relative energy (zero: lowest compared OMol25 entry of this formula, charge and spin): 4.194 eV
- Largest force on an atom: 1.40 eV/A

Last columns: bonded neighbours and bond lengths (Å).
Positions of all 50 atoms, in Å:
1 C 1.0816 -4.1064 0.0450  C2 1.483, H27 1.090, H28 1.086, H29 1.086
2 C 2.0535 -3.0008 0.2218  C1 1.483, N3 1.306, C11 1.418
3 N 3.1167 -3.1120 0.9721  C2 1.306, O4 1.369
4 O 3.7894 -1.9199 0.9268  N3 1.369, C5 1.345
5 C 3.1272 -1.0610 0.1315  O4 1.345, C6 1.415, C11 1.387
6 C 3.5849 0.2558 -0.1124  C5 1.415, C7 1.357, H30 1.076
7 C 4.7362 0.7288 0.4291  C6 1.357, N8 1.342, H31 1.082
8 N 5.2865 1.9316 0.2044  C7 1.342, C9 1.438, C10 1.442
9 C 6.4188 2.3938 0.9617  N8 1.438, H32 1.095, H33 1.087, H34 1.093
10 C 4.6508 2.8913 -0.6637  N8 1.442, H35 1.094, H36 1.089, H37 1.089
11 C 1.9972 -1.7048 -0.3515  C2 1.418, C5 1.387, S12 1.750
12 S 0.7952 -0.9812 -1.3977  C11 1.750, O13 1.435, O14 1.439, N15 1.692
13 O 1.4245 -0.0574 -2.2982  S12 1.435
14 O -0.0369 -2.0075 -1.9683  S12 1.439
15 N -0.0733 -0.0572 -0.2771  S12 1.692, C16 1.451, C26 1.455
16 C -0.8292 1.0207 -0.8863  N15 1.451, C17 1.526, H38 1.090, H39 1.095
17 C -2.2620 0.5916 -1.1886  C16 1.526, N18 1.447, H40 1.094, H41 1.101
18 N -2.9333 0.2973 0.0588  C17 1.447, C19 1.375, C25 1.444
19 C -4.3055 0.2764 0.1507  N18 1.375, C20 1.400, C24 1.401
20 C -5.1106 0.2718 -0.9949  C19 1.400, C21 1.381, H42 1.078
21 C -6.4875 0.2782 -0.8918  C20 1.381, C22 1.384, H43 1.081
22 C -7.1072 0.2820 0.3460  C21 1.384, C23 1.384, H44 1.079
23 C -6.3224 0.2866 1.4864  C22 1.384, C24 1.381, H45 1.081
24 C -4.9447 0.2903 1.3970  C19 1.401, C23 1.381, H46 1.079
25 C -2.0878 -0.1585 1.1375  N18 1.444, C26 1.527, H47 1.093, H48 1.100
26 C -0.8755 -0.9072 0.5890  N15 1.455, C25 1.527, H49 1.094, H50 1.098
27 H 0.3792 -4.1180 0.8778  C1 1.090
28 H 0.5297 -3.9579 -0.8790  C1 1.086
29 H 1.6042 -5.0589 0.0296  C1 1.086
30 H 2.9645 0.8241 -0.7823  C6 1.076
31 H 5.2910 0.0842 1.0978  C7 1.082
32 H 6.1342 3.2138 1.6290  C9 1.095
33 H 6.8239 1.5828 1.5624  C9 1.087
34 H 7.2011 2.7542 0.2889  C9 1.093
35 H 3.7996 3.3730 -0.1729  C10 1.094
36 H 5.3739 3.6557 -0.9423  C10 1.089
37 H 4.2947 2.3973 -1.5669  C10 1.089
38 H -0.3053 1.2949 -1.8022  C16 1.090
39 H -0.8281 1.8799 -0.2070  C16 1.095
40 H -2.7869 1.4072 -1.6947  C17 1.094
41 H -2.2325 -0.2813 -1.8587  C17 1.101
42 H -4.6602 0.2444 -1.9741  C20 1.078
43 H -7.0836 0.2708 -1.7932  C21 1.081
44 H -8.1838 0.2828 0.4210  C22 1.079
45 H -6.7876 0.2978 2.4619  C23 1.081
46 H -4.3625 0.3249 2.3048  C24 1.079
47 H -2.6503 -0.8461 1.7743  C25 1.093
48 H -1.7432 0.6833 1.7566  C25 1.100
49 H -0.2422 -1.2448 1.4151  C26 1.094
50 H -1.2166 -1.7863 0.0267  C26 1.098

[2]
A gas-phase ion, C6H12N3O (charge +1), computed with the ωB97M-V functional and the def2-TZVPD basis.

Calculated values
- LUMO level: -5.33 eV
- Total charge: +1
- DFT total energy: -12924.28857 eV
- Spin multiplicity: 1
- Relative energy (zero: lowest compared OMol25 entry of this formula, charge and spin): 5.229 eV
- Largest force on an atom: 1.88 eV/A

Last columns: bonded neighbours and bond lengths (Å).
Positions of all 22 atoms, in Å:
1 C 0.4791 0.3755 1.8797  C2 1.366, C4 1.400, H11 1.081
2 C 0.1374 -0.8425 2.3943  C1 1.366, C5 1.459, H12 1.083
3 C 1.8975 -0.1647 -1.4213  N8 1.432, O10 1.430, H13 1.091, H14 1.099
4 C 1.1276 0.5484 0.6514  C1 1.400, O10 1.300, H15 1.087
5 C -0.4369 -1.0384 3.7214  C2 1.459, H16 1.087, H17 1.093, H18 1.094
6 C -1.7377 1.0944 -3.2444  N7 1.432, H19 1.094, H20 1.088, H21 1.093
7 N -1.1340 1.4556 -1.9968  C6 1.432, N9 1.208
8 N 0.7273 0.1465 -2.1855  C3 1.432, N9 1.342, H22 1.015
9 N -0.0761 1.0399 -1.5876  N7 1.208, N8 1.342
10 O 1.4979 -0.4609 -0.0802  C3 1.430, C4 1.300
11 H 0.2906 1.2691 2.4581  C1 1.081
12 H 0.3169 -1.7307 1.8005  C2 1.083
13 H 2.4040 -1.0463 -1.8164  C3 1.091
14 H 2.5774 0.6986 -1.4097  C3 1.099
15 H 1.4158 1.5521 0.3504  C4 1.087
16 H -0.5512 -0.1056 4.2668  C5 1.087
17 H -1.4052 -1.5382 3.6397  C5 1.093
18 H 0.1884 -1.7331 4.2905  C5 1.094
19 H -1.0167 0.8771 -4.0377  C6 1.094
20 H -2.3783 1.9221 -3.5424  C6 1.088
21 H -2.3779 0.2221 -3.0873  C6 1.093
22 H 0.3535 -0.5460 -2.8263  N8 1.015

[3]
6 unconnected molecules or ions with the total composition C23H27F22O12PS, computed with the ωB97M-V functional and the def2-TZVPD basis.

Calculated values
- LUMO level: -0.43 eV
- Total charge: 0
- SMILES string: O=S(=O)(P)C(F)(F)C(F)(F)C(F)(F)F.CCOC(=O)C(F)(F)F.CCOC(=O)C(F)(F)F.CCOC(=O)C(F)(F)F.CCOC(=O)C(F)(F)F.CCOC(=O)C(F)(F)F
- DFT total energy: -128768.05774 eV
- Spin multiplicity: 1
- Largest force on an atom: 0.96 eV/A

Last columns: bonded neighbours and bond lengths (Å).
Positions of all 86 atoms, in Å:
1 O 5.3877 1.1405 -1.5673  S2 1.437
2 S 4.5757 1.6736 -2.6268  O1 1.437, O3 1.440, P4 2.171, C5 1.901
3 O 4.8043 1.2045 -3.9684  S2 1.440
4 P 4.8091 3.8278 -2.7686  S2 2.171, H15 1.402, H16 1.407
5 C 2.8102 1.0738 -2.2540  S2 1.901, F6 1.346, F7 1.341, C8 1.556
6 F 2.9985 -0.0330 -1.5107  C5 1.346
7 F 2.2214 0.7110 -3.4028  C5 1.341
8 C 1.8659 2.0248 -1.4631  C5 1.556, F9 1.350, F10 1.359, C11 1.561
9 F 2.5707 2.7969 -0.6090  C8 1.350
10 F 1.0309 1.2484 -0.7244  C8 1.359
11 C 0.9567 2.9104 -2.3727  C8 1.561, F12 1.323, F13 1.312, F14 1.336
12 F 0.5575 3.9689 -1.6874  C11 1.323
13 F -0.1013 2.2388 -2.7593  C11 1.312
14 F 1.6217 3.3344 -3.4506  C11 1.336
15 H 3.5334 4.2405 -2.3589  P4 1.402
16 H 5.4744 3.9780 -1.5385  P4 1.407
17 C 6.7522 -1.8244 -1.3938  C18 1.510, H26 1.091, H27 1.088, H28 1.089
18 C 5.6390 -2.6755 -0.8316  C17 1.510, O19 1.448, H29 1.088, H30 1.089
19 O 6.1295 -3.6233 0.1465  C18 1.448, C20 1.319
20 C 6.3184 -3.1543 1.3653  O19 1.319, O21 1.197, C22 1.543
21 O 6.1292 -2.0409 1.7609  C20 1.197
22 C 6.7905 -4.2925 2.2947  C20 1.543, F23 1.335, F24 1.341, F25 1.331
23 F 7.7486 -5.0328 1.7319  C22 1.335
24 F 5.7578 -5.0960 2.5882  C22 1.341
25 F 7.2593 -3.7835 3.4322  C22 1.331
26 H 7.5401 -2.4513 -1.8137  C17 1.091
27 H 6.3596 -1.1783 -2.1757  C17 1.088
28 H 7.1957 -1.1958 -0.6229  C17 1.089
29 H 5.1861 -3.2877 -1.6081  C18 1.088
30 H 4.8565 -2.0656 -0.3817  C18 1.089
31 C -2.1228 -1.5944 0.8725  C32 1.512, H40 1.091, H41 1.087, H42 1.090
32 C -1.8964 -0.7608 -0.3689  C31 1.512, O33 1.451, H43 1.087, H44 1.088
33 O -2.1447 -1.5401 -1.5676  C32 1.451, C34 1.319
34 C -3.4068 -1.6676 -1.9294  O33 1.319, O35 1.196, C36 1.544
35 O -4.3756 -1.2198 -1.3886  C34 1.196
36 C -3.4901 -2.4671 -3.2472  C34 1.544, F37 1.335, F38 1.341, F39 1.332
37 F -2.7092 -3.5502 -3.2269  C36 1.335
38 F -3.1021 -1.6937 -4.2721  C36 1.341
39 F -4.7455 -2.8548 -3.4641  C36 1.332
40 H -1.5156 -2.4995 0.8326  C31 1.091
41 H -1.8587 -1.0356 1.7666  C31 1.087
42 H -3.1678 -1.8932 0.9505  C31 1.090
43 H -0.8583 -0.4521 -0.4595  C32 1.087
44 H -2.5219 0.1289 -0.3871  C32 1.088
45 C -5.4666 3.6856 3.0270  C46 1.512, H54 1.090, H55 1.089, H56 1.089
46 C -4.7059 4.2485 1.8481  C45 1.512, O47 1.447, H57 1.087, H58 1.089
47 O -3.2953 3.9385 1.9374  C46 1.447, C48 1.320
48 C -2.9413 2.7311 1.5393  O47 1.320, O49 1.196, C50 1.542
49 O -3.6460 1.8646 1.1105  C48 1.196
50 C -1.4115 2.5718 1.6567  C48 1.542, F51 1.334, F52 1.341, F53 1.334
51 F -0.9521 3.0301 2.8221  C50 1.334
52 F -0.8053 3.2459 0.6688  C50 1.341
53 F -1.0719 1.2867 1.5462  C50 1.334
54 H -5.0367 4.0421 3.9632  C45 1.090
55 H -6.5087 3.9986 2.9780  C45 1.089
56 H -5.4334 2.5968 3.0321  C45 1.089
57 H -4.7509 5.3347 1.8355  C46 1.087
58 H -5.0968 3.8802 0.9008  C46 1.089
59 C -6.2143 -0.4472 -4.7616  C60 1.511, H68 1.090, H69 1.084, H70 1.090
60 C -7.4252 0.3154 -4.2766  C59 1.511, O61 1.446, H71 1.088, H72 1.089
61 O -7.3259 1.7244 -4.5878  C60 1.446, C62 1.322
62 C -7.6579 2.0748 -5.8185  O61 1.322, O63 1.195, C64 1.545
63 O -8.0373 1.3652 -6.7026  C62 1.195
64 C -7.5299 3.6068 -5.9697  C62 1.545, F65 1.338, F66 1.341, F67 1.328
65 F -6.3870 4.0559 -5.4387  C64 1.338
66 F -8.5485 4.2096 -5.3391  C64 1.341
67 F -7.5640 3.9534 -7.2517  C64 1.328
68 H -5.3041 -0.0091 -4.3527  C59 1.090
69 H -6.2855 -1.4828 -4.4477  C59 1.084
70 H -6.1434 -0.4182 -5.8490  C59 1.090
71 H -7.4983 0.2740 -3.1922  C60 1.088
72 H -8.3488 -0.0830 -4.6945  C60 1.089
73 C 5.8469 -3.3860 6.3187  C74 1.512, H82 1.090, H83 1.089, H84 1.090
74 C 5.0866 -2.1651 5.8534  C73 1.512, O75 1.446, H85 1.088, H86 1.089
75 O 3.6634 -2.4148 5.8097  C74 1.446, C76 1.322
76 C 3.0186 -2.3210 6.9598  O75 1.322, O77 1.196, C78 1.545
77 O 3.4735 -2.0497 8.0318  C76 1.196
78 C 1.5126 -2.5756 6.7281  C76 1.545, F79 1.337, F80 1.342, F81 1.329
79 F 1.3123 -3.6386 5.9424  C78 1.337
80 F 0.9605 -1.5067 6.1347  C78 1.342
81 F 0.8916 -2.7819 7.8846  C78 1.329
82 H 5.6096 -4.2424 5.6876  C73 1.090
83 H 6.9180 -3.1972 6.2620  C73 1.089
84 H 5.5940 -3.6457 7.3463  C73 1.090
85 H 5.3574 -1.9066 4.8317  C74 1.088
86 H 5.2836 -1.3003 6.4855  C74 1.089